Molecular formula: C4H8N2O
Method: DFT, ωB97M-V/def2-TZVPD

```
15
Properties=species:S:1:pos:R:3:forces:R:3
C 0.86700 -1.67661 -0.67908 0.11 -0.08 -0.10
N -0.22712 -0.82009 -0.23009 0.02 -0.04 0.21
C 0.15649 0.56001 0.02486 -0.02 0.09 -0.11
C 1.22294 0.69686 1.04526 0.72 0.09 0.76
N 2.05379 0.76774 1.84790 -0.84 -0.08 -0.78
C -1.09911 1.34885 0.41736 0.26 0.12 0.30
O -2.02607 1.31480 -0.63178 -0.04 -0.20 -0.18
H 1.73447 -1.66607 -0.00096 -0.14 0.00 -0.10
H 0.50168 -2.70338 -0.76243 0.06 0.16 -0.01
H 1.20082 -1.35417 -1.67036 -0.05 -0.03 0.12
H -0.62784 -1.20779 0.62100 0.02 0.06 -0.09
H 0.53435 0.98577 -0.91280 0.04 -0.06 0.11
H -0.84642 2.39562 0.61271 0.00 -0.16 -0.02
H -1.50282 0.92247 1.35259 0.00 0.05 -0.18
H -1.94215 0.43599 -1.03417 -0.15 0.08 0.08
```
Forces are in eV/Å.

Calculated values
Orbital gap in eV: 11.051
SMILES string: CN[C@H](C#N)CO
M in g mol⁻¹: 100.1
HOMO energy in eV: -10.23

Atom charges from the Mulliken analysis, given in e for atoms 1 to 8: C -0.91; N -0.38; C 0.31; C 0.14; N -0.44; C -0.74; O -0.52; H 0.32



Molecular formula: CH2O4S
Method: DFT, ωB97M-V/def2-TZVPD

```
8
Properties=species:S:1:pos:R:3:forces:R:3
C -0.85718 0.02690 -0.05948 3.24 3.07 -0.86
O -0.26384 1.08498 -3.16986 -0.93 -0.29 -0.46
O 1.13689 -0.73465 -2.62746 -0.10 -1.09 -0.20
O -1.32911 -0.58819 -0.94528 0.01 -0.89 0.39
O 0.71952 0.45892 -0.05044 -4.73 -0.50 1.56
S -0.13462 -0.34548 -3.17377 1.24 1.32 0.17
H -1.52680 0.69798 0.60166 1.85 -1.09 -0.14
H 1.28018 -0.02207 -0.66931 -0.57 -0.53 -0.47
```
Forces are in eV/Å.

Calculated values
Orbital gap in eV: 10.588
M in g mol⁻¹: 110.1
HOMO energy in eV: -11.53

Charges computed using Mulliken, reported in e: C 0.26; O -0.38; O -0.47; O -0.38; O -0.49; S 0.79; H 0.32; H 0.35



Molecular formula: C24H28N2O6
Method: DFT, ωB97M-V/def2-TZVPD

```
60
Properties=species:S:1:pos:R:3:forces:R:3
C -3.03007 -3.19291 0.08115 0.15 -0.23 -0.01
O -3.75515 -1.99435 -0.07000 -0.12 0.44 -0.05
C -3.08130 -0.82281 0.03566 -0.07 0.13 -0.09
C -1.71675 -0.70422 0.25024 -0.27 -0.17 0.01
C -1.09063 0.53662 0.26298 -0.15 0.20 0.11
C 0.42168 0.56163 0.43198 0.06 0.19 -0.15
C 1.03024 -0.23184 -0.71006 -0.07 0.31 -0.16
C 1.23373 -1.69293 -0.52801 0.06 0.10 -0.15
O 0.67166 -2.53171 -1.21789 -0.16 -0.18 -0.22
N 2.03952 -2.04345 0.50519 0.06 -0.17 0.15
C 3.00589 -1.17936 1.14460 0.48 0.06 0.05
C 4.42055 -1.67117 0.80172 -0.19 0.34 0.06
O 4.60459 -3.02019 1.15378 0.10 -0.07 0.12
C 3.67623 -3.84910 0.48890 -0.33 -0.10 0.00
C 2.23956 -3.44276 0.82439 0.13 -0.33 -0.14
C 1.23541 0.38405 -1.88338 0.15 -0.47 0.18
C 1.68181 -0.27717 -3.14694 -0.01 -0.05 0.09
N 1.13517 1.77236 -1.94894 -0.11 0.07 -0.20
C 1.23736 2.52725 -0.81491 0.05 0.13 0.45
C 0.98811 1.95767 0.39061 -0.02 -0.62 -0.29
C 1.25322 2.63772 1.64562 0.18 0.56 0.12
O 1.20863 2.07421 2.72374 -0.07 0.00 -0.08
C 1.59084 4.11485 1.52838 0.21 -0.05 0.21
C 2.42060 4.40718 0.28448 -0.18 0.08 -0.05
C 1.66663 3.95453 -0.96326 0.10 0.06 0.04
C -1.84874 1.68180 0.09191 0.17 -0.09 0.06
C -3.22056 1.58692 -0.07864 -0.37 -0.34 -0.08
C -3.83395 0.35226 -0.11531 0.16 -0.06 0.23
O -5.20615 0.27164 -0.34248 0.49 0.20 -0.49
C -5.96859 -0.30141 0.60697 -0.53 -0.19 0.58
C -7.37916 -0.47009 0.10674 0.16 0.04 0.10
O -5.57404 -0.61517 1.69476 0.01 0.08 -0.14
H -2.62409 -3.28378 1.09307 0.00 0.01 -0.03
H -2.21749 -3.26472 -0.64852 -0.01 0.01 0.04
H -3.74860 -3.99250 -0.09131 0.08 0.02 0.03
H -1.11913 -1.58881 0.39039 0.01 -0.17 -0.02
H 0.65149 0.11145 1.40245 0.07 0.06 -0.11
H 2.88866 -0.15291 0.80051 -0.01 -0.02 0.07
H 2.86050 -1.21774 2.22983 0.01 0.08 -0.05
H 5.16689 -1.10388 1.35983 -0.05 0.04 -0.07
H 4.59427 -1.53959 -0.27910 -0.01 0.02 0.08
H 3.88012 -4.86686 0.82365 -0.05 0.02 -0.08
H 3.82850 -3.78486 -0.59958 -0.02 -0.03 0.07
H 1.52821 -4.02959 0.24186 0.08 0.03 0.12
H 2.05807 -3.58595 1.89500 0.01 -0.03 -0.05
H 2.72241 -0.03491 -3.36863 0.04 0.06 -0.04
H 1.06597 0.06369 -3.97813 -0.05 0.00 -0.12
H 1.57548 -1.35336 -3.05992 -0.01 -0.02 -0.06
H 1.34540 2.20662 -2.83565 0.02 -0.04 0.16
H 0.64479 4.66238 1.48085 -0.05 0.04 0.02
H 2.11191 4.42729 2.43414 -0.09 -0.05 0.01
H 3.36994 3.87016 0.34916 0.03 0.03 -0.03
H 2.64118 5.47446 0.22072 0.04 -0.04 -0.01
H 0.77595 4.57828 -1.09639 0.01 0.02 -0.06
H 2.29105 4.07539 -1.85240 -0.06 -0.02 -0.02
H -1.38330 2.65436 0.10961 0.05 0.10 -0.01
H -3.82644 2.47243 -0.19340 -0.10 0.07 -0.01
H -7.64801 0.35494 -0.54585 -0.06 0.02 -0.06
H -7.42845 -1.39515 -0.46447 -0.02 -0.05 -0.07
H -8.06164 -0.53691 0.94828 0.03 -0.01 0.03
```
Forces are in eV/Å.

Calculated values
Orbital gap in eV: 8.690
SMILES string: COc1cc([C@H]2C(C(=O)N3CCOCC3)=C(C)NC3=C2C(=O)CCC3)ccc1OC(C)=O
M in g mol⁻¹: 440.5
HOMO energy in eV: -8.25

Atom charges from the Mulliken analysis, given in e for atoms 1 to 8: C -0.92; O -0.52; C 0.92; C -0.11; C -1.38; C 1.91; C 0.33; C -0.93



Molecular formula: C4H12N2S
Method: DFT, ωB97M-V/def2-TZVPD

```
19
Properties=species:S:1:pos:R:3:forces:R:3
C 0.99260 0.91639 -1.93164 2.10 2.01 2.37
N 0.21366 1.48870 -0.79500 2.20 2.14 1.03
C -0.37713 0.59993 0.20488 0.10 -2.32 -0.20
C 0.68508 -0.35064 0.78094 0.88 -0.77 1.44
N 0.16667 -1.06159 2.04499 2.15 0.54 -0.46
C -1.41353 -0.40288 -0.46806 0.08 0.79 -0.87
S -2.93416 -0.94173 0.49161 0.88 0.93 -0.43
H 1.93469 0.32356 -1.82456 -0.22 0.63 0.97
H 0.36342 0.22828 -2.23880 -3.01 -3.11 -2.91
H 1.23354 1.73603 -2.59578 -0.38 -0.10 -0.43
H 0.90401 2.15883 -0.32719 -1.67 -1.11 -0.42
H -0.90702 1.08402 1.04575 0.47 0.51 -0.65
H 1.70400 0.12049 0.95620 -1.20 -0.03 -0.04
H 0.89574 -1.18514 0.08310 -0.10 0.59 0.12
H 0.14704 -0.35516 2.77978 -0.51 0.23 -0.11
H 1.01644 -1.57169 2.37524 -1.04 -0.11 -0.41
H -1.58039 0.01528 -1.53042 -0.52 -0.94 1.75
H -0.92070 -1.36963 -0.50353 0.09 0.13 -0.72
H -2.12394 -1.43304 1.45250 -0.29 -0.02 -0.04
```
Forces are in eV/Å.

Calculated values
Orbital gap in eV: 9.500
SMILES string: CN[C@H](CN)CS
M in g mol⁻¹: 120.2
HOMO energy in eV: -8.67

Atom charges from the Mulliken analysis, given in e for atoms 1 to 8: C -0.99; N -0.48; C 0.23; C -0.85; N -0.55; C -0.85; S -0.22; H 0.26



Values for strongest force on any atom, hartree/bohr, ordered as above
0.022 0.097 0.016 0.101
Values for total energy, hartree, ordered as above
-341.9400 -738.3994 -1492.3197 -667.2293
Values for energy relative to the best compared isomer or geometry (same formula, charge and spin), kJ/mol, ordered as above
167.1 132.1 206.0 172.2